C29H36Cl2N4O2P2Tc as an isolated structure in a non-equilibrium geometry. Source: the Open Molecules 2025 dataset; level of theory: wB97M-V/def2-TZVPD.

```
! RIJCOSX wB97M-V def2-TZVPD def2/J DEFGRID3
* xyz 2 4
Tc 0.033 -0.532 -1.340
C -1.045 1.706 -1.070
C -1.553 0.758 -1.998
C -1.369 0.963 -3.502
C -0.150 0.280 -4.115
C 0.964 -0.077 -3.159
C 1.431 0.825 -2.164
C 1.153 2.319 -2.198
C -0.102 2.781 -1.418
C 1.575 -1.812 -0.833
H -1.579 1.871 -0.138
H -2.563 0.381 -1.779
H -1.391 2.037 -3.740
H -2.254 0.530 -3.993
H -0.492 -0.645 -4.605
H 0.243 0.896 -4.926
H 1.642 -0.872 -3.495
H 2.421 0.639 -1.745
H 1.139 2.727 -3.217
H 2.003 2.828 -1.724
H 0.245 3.231 -0.472
H -0.606 3.573 -1.995
H 1.431 -2.263 0.170
H 2.507 -1.236 -0.762
H 1.786 -2.652 -1.520
P 1.348 -0.883 -7.084
P -2.089 -0.271 -7.045
N 2.697 0.232 -7.329
N 2.098 -2.177 -8.070
N -2.235 1.471 -7.470
N -3.642 -0.819 -7.805
C 0.343 -0.184 -8.479
C -1.092 -0.714 -8.554
C 3.752 0.360 -6.414
C 4.798 1.026 -7.037
C 4.398 1.311 -8.382
C 3.108 0.827 -8.528
C 2.280 -3.479 -7.591
C 2.714 -4.289 -8.635
C 2.800 -3.460 -9.806
C 2.447 -2.173 -9.425
C -2.049 2.550 -6.599
C -1.994 3.732 -7.313
C -2.214 3.393 -8.680
C -2.319 2.015 -8.758
C -4.517 -0.291 -8.760
C -5.539 -1.213 -8.996
C -5.258 -2.374 -8.204
C -4.074 -2.127 -7.523
H 0.802 -0.384 -9.460
H 0.303 0.907 -8.346
H -1.551 -0.323 -9.478
H -1.116 -1.814 -8.623
H 3.631 -0.010 -5.403
H 5.742 1.292 -6.588
H 4.977 1.796 -9.159
H 2.446 0.857 -9.381
H 2.095 -3.707 -6.552
H 2.959 -5.332 -8.592
H 3.080 -3.750 -10.804
H 2.419 -1.269 -10.007
H -2.051 2.420 -5.526
H -1.816 4.722 -6.922
H -2.313 4.061 -9.523
H -2.441 1.381 -9.606
H -4.342 0.679 -9.200
H -6.390 -1.068 -9.645
H -5.859 -3.270 -8.140
H -3.490 -2.770 -6.880
Cl -3.044 0.771 1.742
C -1.960 -0.601 2.133
Cl -2.802 -2.084 2.633
C -1.156 -0.841 0.851
O -0.098 -0.106 0.706
O -1.528 -1.581 -0.100
H -1.264 -0.299 2.920
*
```

E_LUMO (spin up / spin down)	-0.2891 / -0.3425	Eh
highest occupied orbital energy (spin up / spin down)	-12.2 / -12.2	eV
energy relative to the best compared isomer or geometry (same formula, charge and spin)	0.00	kJ/mol
DFT total energy	-3179.28227	a.u.